The following is a DFT calculation (wB97M-V/def2-TZVPD) of a 10-piece molecular cluster, C15H48N5O12 overall in a non-equilibrium geometry.

The calculated total energy comes out at -48345.52530 eV.

The geometry in ORCA input format:
```
! RIJCOSX wB97M-V def2-TZVPD def2/J DEFGRID3
* xyz 0 2
N -8.18 16.57 13.99
O -8.26 16.96 15.13
O -8.66 15.47 13.75
O -7.59 17.26 13.15
C -5.87 15.01 16.86
O -4.78 14.49 17.63
H -6.04 16.07 16.67
H -5.71 14.61 15.86
H -6.77 14.60 17.31
H -3.99 14.85 17.22
C -7.58 18.43 17.81
O -6.58 18.72 16.89
H -7.38 17.58 18.47
H -7.80 19.23 18.50
H -8.48 18.04 17.33
H -6.75 18.07 16.21
C -7.74 20.65 14.10
O -6.86 20.05 13.22
H -7.22 20.66 15.06
H -8.11 21.66 13.96
H -8.56 19.96 14.27
H -6.90 19.10 13.38
C -8.07 17.07 9.86
O -9.09 16.95 10.81
H -7.15 17.50 10.25
H -7.69 16.06 9.68
H -8.35 17.54 8.92
H -8.67 17.15 11.65
C -10.21 12.63 11.81
O -10.34 12.36 13.00
N -9.50 13.66 11.41
N -10.84 12.09 10.77
H -9.36 13.92 10.45
H -9.02 14.14 12.16
H -10.56 12.28 9.82
H -11.53 11.38 10.95
C -9.74 13.99 17.10
O -9.61 13.39 18.17
N -10.03 15.26 17.03
N -9.67 13.42 15.94
H -9.80 15.63 16.12
H -9.97 15.91 17.80
H -9.48 12.43 15.86
H -9.62 14.05 15.15
C -3.00 18.63 15.61
C -3.45 17.26 15.17
C -4.25 17.50 13.93
O -2.34 16.47 14.96
H -2.29 19.03 14.88
H -2.57 18.67 16.61
H -3.90 19.25 15.56
H -4.20 16.93 15.89
H -5.04 18.25 13.93
H -4.90 16.67 13.64
H -3.73 17.54 12.97
H -2.04 16.07 15.77
C -12.84 15.82 12.56
C -12.26 15.35 13.85
C -13.09 15.98 15.02
O -12.43 13.95 13.97
H -12.93 14.98 11.87
H -12.12 16.37 11.96
H -13.81 16.32 12.65
H -11.19 15.56 13.90
H -12.83 17.04 15.01
H -12.85 15.66 16.03
H -14.17 15.84 14.93
H -11.67 13.46 13.64
C -5.85 11.26 15.43
C -6.33 11.11 14.00
C -6.42 12.35 13.14
O -5.56 10.15 13.35
H -5.92 10.27 15.90
H -6.32 12.07 15.99
H -4.85 11.69 15.48
H -7.38 10.83 14.02
H -7.19 13.01 13.54
H -6.58 12.01 12.11
H -5.46 12.87 13.18
H -5.99 9.77 12.58
*
```

Atomic partial charges in e from the Löwdin method, atoms 1 to 6: atom 1 (N): -0.563, atom 2 (O): -0.015, atom 3 (O): -0.029, atom 4 (O): 0.006, atom 5 (C): -0.153, atom 6 (O): -0.097

The following is a DFT calculation (wB97M-V/def2-TZVPD) of a 9-piece molecular cluster, C15H48N6O9 overall in a non-equilibrium geometry.

The calculated total energy comes out at -43696.79074 eV. The SMILES is NC(N)=O.NC(N)=O.NC(N)=O.CC(C)O.CC(C)O.CC(C)O.CO.CO.CO.

The geometry in ORCA input format:
```
! RIJCOSX wB97M-V def2-TZVPD def2/J DEFGRID3
* xyz 0 1
C -3.53 1.67 -1.73
O -3.18 0.81 -0.66
H -2.84 2.51 -1.66
H -4.56 2.02 -1.67
H -3.26 1.15 -2.62
H -2.47 0.23 -0.93
C 0.29 -3.26 -6.11
O -0.56 -2.11 -6.34
H 0.39 -3.46 -5.01
H 1.25 -3.14 -6.57
H -0.17 -4.17 -6.48
H -0.66 -1.97 -7.33
C 2.00 2.26 2.78
O 1.24 1.61 1.74
H 2.70 2.92 2.36
H 2.50 1.54 3.44
H 1.26 2.83 3.33
H 0.95 2.23 1.13
C 0.30 1.85 -1.67
O -0.36 2.50 -0.65
N 1.50 1.31 -1.41
N -0.20 1.62 -2.90
H 1.70 0.89 -0.50
H 1.96 0.86 -2.25
H -1.15 2.06 -3.19
H 0.29 0.96 -3.60
C 1.63 -0.71 -3.83
O 1.62 -1.91 -3.24
N 2.55 0.18 -3.59
N 0.73 -0.24 -4.58
H 3.45 -0.22 -3.27
H 2.80 0.98 -4.26
H 0.03 -0.91 -4.80
H 0.77 0.60 -5.23
C 2.92 -2.41 0.61
O 2.81 -1.14 0.05
N 3.57 -3.34 0.01
N 2.50 -2.76 1.84
H 3.87 -3.11 -0.94
H 3.45 -4.30 0.22
H 2.13 -2.02 2.51
H 3.08 -3.42 2.35
C 1.07 0.30 5.54
C 0.80 -0.78 4.44
C -0.60 -0.52 3.98
O 1.55 -0.74 3.41
H 0.49 0.15 6.48
H 0.70 1.27 5.22
H 2.15 0.49 5.82
H 0.85 -1.67 5.00
H -1.27 -0.32 4.84
H -0.96 -1.30 3.35
H -0.57 0.43 3.47
H 1.33 0.05 2.92
C -1.98 3.82 2.72
C -2.62 2.69 1.97
C -3.24 1.66 2.86
O -3.47 3.10 1.16
H -1.18 3.46 3.34
H -2.78 4.05 3.47
H -1.69 4.72 2.17
H -1.86 2.16 1.49
H -2.52 1.19 3.55
H -3.63 0.82 2.39
H -4.08 2.15 3.45
H -3.60 2.34 0.55
C -0.70 -1.01 0.40
C -0.38 -1.43 -1.07
C -0.38 -2.97 -1.18
O -1.17 -0.99 -1.91
H -1.67 -1.47 0.60
H -0.80 0.10 0.48
H 0.02 -1.29 1.15
H 0.63 -1.11 -1.23
H -1.32 -3.44 -1.02
H 0.47 -3.47 -0.62
H -0.16 -3.22 -2.22
H -0.74 -0.24 -2.29
*
```

Atomic partial charges in e from the Löwdin method, atoms 1 to 6: atom 1 (C): -0.144, atom 2 (O): -0.125, atom 3 (H): 0.061, atom 4 (H): 0.095, atom 5 (H): 0.064, atom 6 (H): 0.027

The following is a DFT calculation (wB97M-V/def2-TZVPD) of a 9-piece molecular cluster, C15H48N8O9 overall in a non-equilibrium geometry.

The calculated total energy comes out at -46676.37215 eV. The SMILES is NC(N)=O.NC(N)=O.NC(N)=O.NC(N)=O.CC(C)O.CC(C)O.CC(C)O.CO.CO.

The geometry in ORCA input format:
```
! RIJCOSX wB97M-V def2-TZVPD def2/J DEFGRID3
* xyz 0 1
C 1.94 2.26 0.13
O 1.86 3.66 0.15
H 1.82 1.75 1.12
H 2.82 1.89 -0.40
H 1.11 1.89 -0.43
H 2.47 3.93 0.86
C 1.78 0.94 3.74
O 0.60 1.42 3.21
H 2.49 0.43 3.06
H 1.61 0.14 4.57
H 2.31 1.76 4.24
H 0.30 0.74 2.61
C -0.40 -1.24 1.10
O 0.54 -2.26 1.24
N -0.07 -0.05 0.75
N -1.64 -1.28 1.44
H 0.89 -0.04 0.41
H -0.64 0.79 0.55
H -1.94 -2.13 1.90
H -2.16 -0.41 1.53
C 2.55 -3.48 -2.27
O 3.39 -4.44 -1.82
N 1.69 -2.99 -1.45
N 2.60 -2.93 -3.48
H 1.45 -3.46 -0.56
H 1.16 -2.20 -1.76
H 3.19 -3.41 -4.17
H 1.80 -2.40 -3.81
C -3.53 -2.37 -1.34
O -3.03 -3.57 -0.84
N -4.37 -2.31 -2.30
N -3.38 -1.28 -0.67
H -4.69 -3.21 -2.71
H -4.93 -1.51 -2.51
H -2.84 -1.46 0.18
H -3.56 -0.40 -1.10
C -1.64 2.58 -0.81
O -2.74 2.22 -1.55
N -1.48 2.18 0.39
N -0.65 3.34 -1.20
H -2.42 1.82 0.82
H -0.97 2.73 1.13
H -0.86 3.66 -2.13
H 0.11 3.79 -0.63
C 4.57 0.63 0.91
C 4.08 -0.69 0.31
C 4.24 -1.84 1.30
O 2.87 -0.66 0.05
H 5.48 0.36 1.50
H 3.96 1.10 1.64
H 4.78 1.34 0.13
H 4.70 -0.88 -0.61
H 4.03 -2.82 0.87
H 3.61 -1.69 2.15
H 5.23 -1.80 1.80
H 2.77 -1.32 -0.61
C -0.97 -0.64 -2.51
C 0.09 -0.60 -3.55
C 1.44 -0.03 -3.04
O 0.30 -1.64 -4.23
H -1.24 0.36 -2.04
H -0.80 -1.36 -1.76
H -1.93 -0.94 -2.94
H -0.33 0.18 -4.27
H 1.32 1.06 -2.88
H 2.37 -0.11 -3.69
H 1.66 -0.18 -2.00
H -0.40 -2.31 -4.12
C -2.99 0.94 3.40
C -3.97 1.26 2.32
C -3.99 2.83 2.21
O -3.71 0.82 1.23
H -3.11 -0.11 3.62
H -3.06 1.44 4.40
H -1.95 1.17 3.10
H -4.89 0.82 2.61
H -3.03 3.27 2.22
H -4.62 3.35 3.00
H -4.55 3.24 1.35
H -4.49 0.34 0.97
*
```

Atomic partial charges in e from the Löwdin method, atoms 1 to 6: atom 1 (C): -0.178, atom 2 (O): -0.109, atom 3 (H): 0.080, atom 4 (H): 0.076, atom 5 (H): 0.031, atom 6 (H): 0.114

The following is a DFT calculation (wB97M-V/def2-TZVPD) of a 9-piece molecular cluster, C15H48O9 overall in a non-equilibrium geometry.

The calculated total energy comes out at -34757.56248 eV. The SMILES is CC(C)O.CC(C)O.CC(C)O.CO.CO.CO.CO.CO.CO.

The geometry in ORCA input format:
```
! RIJCOSX wB97M-V def2-TZVPD def2/J DEFGRID3
* xyz 0 1
C 4.41 -1.65 -0.60
O 5.83 -1.69 -0.49
H 4.08 -2.38 -1.35
H 3.96 -1.76 0.38
H 4.11 -0.71 -1.08
H 6.22 -1.55 -1.36
C 2.42 -2.91 3.31
O 2.65 -1.62 2.78
H 3.23 -3.22 3.97
H 1.45 -2.94 3.82
H 2.46 -3.65 2.49
H 1.85 -1.31 2.35
C -2.17 -3.20 3.35
O -3.12 -3.88 4.15
H -2.62 -2.45 2.70
H -1.38 -2.78 3.97
H -1.68 -3.91 2.67
H -2.78 -4.74 4.41
C 0.94 2.24 3.78
O 0.43 2.26 2.42
H 1.08 1.22 4.12
H 1.79 2.91 3.88
H 0.10 2.61 4.38
H -0.32 2.89 2.41
C 2.48 4.50 -0.49
O 3.88 4.45 -0.24
H 2.01 3.55 -0.69
H 1.92 5.06 0.26
H 2.34 5.04 -1.43
H 4.13 5.23 0.25
C 0.99 -3.45 -3.34
O 0.65 -2.11 -3.66
H 1.01 -3.54 -2.26
H 0.27 -4.11 -3.84
H 1.97 -3.79 -3.69
H 0.72 -1.98 -4.61
C -2.74 -1.70 -4.64
C -2.54 -0.20 -4.40
C -2.95 0.20 -2.99
O -1.15 0.18 -4.50
H -2.24 -2.03 -5.55
H -3.79 -1.96 -4.72
H -2.35 -2.28 -3.79
H -3.13 0.34 -5.15
H -2.87 1.29 -2.92
H -2.43 -0.29 -2.17
H -4.00 -0.09 -2.84
H -0.65 -0.56 -4.13
C -1.67 3.94 -0.12
C -2.51 3.73 1.14
C -2.78 2.25 1.36
O -1.65 4.24 2.21
H -0.77 3.33 -0.06
H -1.43 4.99 -0.21
H -2.28 3.66 -0.99
H -3.38 4.39 1.15
H -1.86 1.67 1.33
H -3.45 1.84 0.61
H -3.20 2.10 2.36
H -2.20 4.66 2.88
C 1.09 -0.07 -0.28
C -0.12 -0.70 0.45
C -0.29 -2.18 0.22
O -0.09 -0.36 1.82
H 1.00 0.99 -0.03
H 1.02 -0.06 -1.36
H 2.03 -0.47 0.10
H -1.02 -0.20 0.07
H 0.05 -2.54 -0.75
H -1.34 -2.48 0.16
H 0.14 -2.81 1.01
H 0.26 0.55 1.96
*
```

Atomic partial charges in e from the Löwdin method, atoms 1 to 6: atom 1 (C): -0.158, atom 2 (O): -0.123, atom 3 (H): 0.073, atom 4 (H): 0.062, atom 5 (H): 0.073, atom 6 (H): 0.068

The following is a DFT calculation (wB97M-V/def2-TZVPD) of C15H49BrGaN16O10 as an isolated structure.

The calculated total energy comes out at -183094.26050 eV.

The geometry in ORCA input format:
```
! RIJCOSX wB97M-V def2-TZVPD def2/J DEFGRID3
* xyz -1 1
C 2.29 0.22 1.65
C 1.84 1.10 0.48
O 1.15 2.27 0.85
C -0.16 2.01 1.36
C -1.11 3.09 0.88
O -2.46 2.82 1.10
Ga -3.03 1.82 2.62
C -2.69 -0.20 2.39
C -3.18 -0.86 1.12
C -3.21 0.05 -0.07
Br -1.95 -2.41 0.61
H 3.37 0.21 1.73
H 1.95 -0.81 1.54
H 1.89 0.62 2.59
H 2.72 1.45 -0.07
H 1.24 0.52 -0.23
H -0.50 1.04 0.98
H -0.11 1.98 2.45
H -0.93 3.18 -0.20
H -0.81 4.06 1.32
H -4.57 2.12 2.93
H -2.13 2.30 3.88
H -3.22 -0.66 3.23
H -1.64 -0.42 2.56
H -4.14 -1.36 1.26
H -2.26 0.59 -0.12
H -4.00 0.79 0.06
H -3.35 -0.47 -1.02
C 6.68 0.07 2.56
O 5.52 -0.18 2.30
N 7.16 0.18 3.83
N 7.60 0.30 1.57
H 8.12 0.42 4.03
H 6.54 0.01 4.60
H 7.28 0.24 0.62
H 8.57 0.52 1.75
C -4.65 2.14 -2.65
O -5.23 1.36 -1.92
N -4.68 2.06 -4.02
N -3.90 3.16 -2.12
H -4.18 2.70 -4.61
H -5.18 1.31 -4.45
H -3.80 3.20 -1.12
H -3.38 3.81 -2.68
C -2.99 -6.56 1.28
O -4.13 -6.14 1.21
N -1.89 -5.89 0.84
N -2.73 -7.80 1.82
H -0.96 -6.27 0.92
H -1.97 -4.96 0.46
H -3.51 -8.33 2.16
H -1.80 -8.18 1.90
C -3.78 0.25 -7.38
O -4.56 0.32 -6.45
N -3.06 -0.87 -7.65
N -3.60 1.30 -8.25
H -2.45 -0.95 -8.44
H -3.17 -1.67 -7.04
H -4.13 2.13 -8.08
H -2.96 1.27 -9.02
C 6.37 3.56 5.27
O 7.47 3.18 5.67
N 5.69 2.92 4.29
N 5.76 4.67 5.79
H 4.81 3.25 3.94
H 6.15 2.12 3.90
H 6.23 5.16 6.52
H 4.88 5.00 5.43
C 4.57 5.24 1.69
O 4.29 5.05 2.86
N 5.63 4.61 1.09
N 3.84 6.07 0.89
H 5.87 4.73 0.13
H 6.16 3.99 1.67
H 3.04 6.52 1.30
H 4.04 6.23 -0.08
C -5.17 -3.79 -7.02
O -4.03 -3.74 -6.58
N -5.61 -4.85 -7.77
N -6.07 -2.79 -6.80
H -6.54 -4.91 -8.14
H -4.96 -5.59 -7.94
H -5.77 -2.00 -6.25
H -7.01 -2.81 -7.15
C 1.61 -4.70 2.75
O 1.15 -5.23 1.76
N 0.94 -3.77 3.49
N 2.87 -5.02 3.21
H 1.33 -3.34 4.31
H 0.03 -3.49 3.18
H 3.39 -5.69 2.69
H 3.28 -4.58 4.02
*
```

Atomic partial charges in e from the Löwdin method, atoms 1 to 6: atom 1 (C): -0.060, atom 2 (C): -0.278, atom 3 (O): -0.169, atom 4 (C): -0.235, atom 5 (C): -0.338, atom 6 (O): -0.362

The following is a DFT calculation (wB97M-V/def2-TZVPD) of a 7-piece molecular cluster, C15H49ClNO24P5 overall in a non-equilibrium geometry.

The calculated total energy comes out at -125951.78767 eV.

The geometry in ORCA input format:
```
! RIJCOSX wB97M-V def2-TZVPD def2/J DEFGRID3
* xyz 0 1
N 0.38 -0.40 0.49
H 0.50 0.61 0.46
H -0.01 -0.61 -0.43
H -0.26 -0.68 1.24
H 1.18 -1.05 0.53
Cl 2.81 -1.86 2.15
O 3.92 -2.41 2.87
O 1.59 -2.42 2.68
O 2.79 -0.42 2.31
O 2.84 -2.15 0.72
C 4.82 2.48 0.85
O 4.35 3.27 -0.24
P 2.81 3.61 -0.34
O 2.29 4.48 0.71
O 2.08 2.21 -0.44
C 2.17 1.42 -1.62
O 2.67 4.15 -1.82
C 3.33 5.37 -2.15
H 5.82 2.80 1.13
H 4.87 1.43 0.57
H 4.18 2.56 1.73
H 2.78 1.83 -2.42
H 1.19 1.12 -1.98
H 2.62 0.44 -1.42
H 3.68 5.90 -1.26
H 2.63 6.04 -2.64
H 4.18 5.15 -2.80
C -2.20 1.14 -3.90
O -2.68 1.94 -2.83
P -2.90 1.28 -1.43
O -1.68 0.82 -0.77
O -3.69 2.41 -0.70
C -3.81 2.38 0.72
O -3.98 0.16 -1.73
C -3.92 -1.14 -1.10
H -1.83 0.17 -3.56
H -1.37 1.65 -4.39
H -2.98 1.00 -4.66
H -3.12 1.67 1.18
H -4.86 2.24 1.00
H -3.54 3.35 1.13
H -4.95 -1.49 -1.11
H -3.71 -1.02 -0.04
H -3.16 -1.79 -1.52
C -1.05 -5.39 2.50
O -2.07 -4.42 2.72
P -2.40 -3.35 1.61
O -1.35 -2.34 1.42
O -2.75 -4.15 0.31
C -1.69 -4.32 -0.67
O -3.77 -2.78 2.11
C -3.73 -1.60 2.93
H -0.14 -4.93 2.11
H -1.34 -6.18 1.81
H -0.82 -5.84 3.46
H -1.84 -3.56 -1.44
H -1.90 -5.27 -1.16
H -0.71 -4.24 -0.22
H -2.80 -1.50 3.49
H -4.58 -1.68 3.61
H -3.86 -0.72 2.30
C -2.52 1.61 4.61
O -1.96 2.71 3.89
P -0.60 2.51 3.11
O -0.33 1.17 2.61
O -0.64 3.63 2.02
C -1.29 4.89 2.16
O 0.46 3.01 4.18
C 1.84 2.89 3.81
H -3.51 1.41 4.20
H -2.61 1.83 5.67
H -1.90 0.72 4.53
H -1.92 4.93 3.05
H -1.95 5.05 1.30
H -0.54 5.67 2.18
H 2.15 3.72 3.18
H 2.03 1.92 3.33
H 2.42 2.91 4.73
C 0.43 -2.00 -5.28
O 1.05 -2.94 -4.41
P 1.32 -2.53 -2.89
O 0.55 -1.39 -2.41
O 1.02 -3.86 -2.12
C 1.68 -5.10 -2.47
O 2.90 -2.46 -2.82
C 3.52 -1.30 -3.38
H -0.02 -1.13 -4.80
H -0.36 -2.48 -5.85
H 1.15 -1.59 -6.00
H 2.71 -5.06 -2.14
H 1.58 -5.27 -3.54
H 1.14 -5.88 -1.94
H 4.25 -1.59 -4.13
H 4.11 -0.79 -2.62
H 2.82 -0.57 -3.79
*
```

Atomic partial charges in e from the Löwdin method, atoms 1 to 6: atom 1 (N): 0.264, atom 2 (H): 0.085, atom 3 (H): 0.063, atom 4 (H): 0.065, atom 5 (H): 0.067, atom 6 (Cl): 0.636

> Number 3 is which compound?

C15H48N8O9

> The highest calculated total energy belongs to which entry?

C15H48O9

> Number 3 is which compound?

C15H48N8O9

What did the sixth record say?
The following is a DFT calculation (wB97M-V/def2-TZVPD) of a 7-piece molecular cluster, C15H49ClNO24P5 overall in a non-equilibrium geometry.

The calculated total energy comes out at -125951.78767 eV.

The geometry in ORCA input format:
```
! RIJCOSX wB97M-V def2-TZVPD def2/J DEFGRID3
* xyz 0 1
N 0.38 -0.40 0.49
H 0.50 0.61 0.46
H -0.01 -0.61 -0.43
H -0.26 -0.68 1.24
H 1.18 -1.05 0.53
Cl 2.81 -1.86 2.15
O 3.92 -2.41 2.87
O 1.59 -2.42 2.68
O 2.79 -0.42 2.31
O 2.84 -2.15 0.72
C 4.82 2.48 0.85
O 4.35 3.27 -0.24
P 2.81 3.61 -0.34
O 2.29 4.48 0.71
O 2.08 2.21 -0.44
C 2.17 1.42 -1.62
O 2.67 4.15 -1.82
C 3.33 5.37 -2.15
H 5.82 2.80 1.13
H 4.87 1.43 0.57
H 4.18 2.56 1.73
H 2.78 1.83 -2.42
H 1.19 1.12 -1.98
H 2.62 0.44 -1.42
H 3.68 5.90 -1.26
H 2.63 6.04 -2.64
H 4.18 5.15 -2.80
C -2.20 1.14 -3.90
O -2.68 1.94 -2.83
P -2.90 1.28 -1.43
O -1.68 0.82 -0.77
O -3.69 2.41 -0.70
C -3.81 2.38 0.72
O -3.98 0.16 -1.73
C -3.92 -1.14 -1.10
H -1.83 0.17 -3.56
H -1.37 1.65 -4.39
H -2.98 1.00 -4.66
H -3.12 1.67 1.18
H -4.86 2.24 1.00
H -3.54 3.35 1.13
H -4.95 -1.49 -1.11
H -3.71 -1.02 -0.04
H -3.16 -1.79 -1.52
C -1.05 -5.39 2.50
O -2.07 -4.42 2.72
P -2.40 -3.35 1.61
O -1.35 -2.34 1.42
O -2.75 -4.15 0.31
C -1.69 -4.32 -0.67
O -3.77 -2.78 2.11
C -3.73 -1.60 2.93
H -0.14 -4.93 2.11
H -1.34 -6.18 1.81
H -0.82 -5.84 3.46
H -1.84 -3.56 -1.44
H -1.90 -5.27 -1.16
H -0.71 -4.24 -0.22
H -2.80 -1.50 3.49
H -4.58 -1.68 3.61
H -3.86 -0.72 2.30
C -2.52 1.61 4.61
O -1.96 2.71 3.89
P -0.60 2.51 3.11
O -0.33 1.17 2.61
O -0.64 3.63 2.02
C -1.29 4.89 2.16
O 0.46 3.01 4.18
C 1.84 2.89 3.81
H -3.51 1.41 4.20
H -2.61 1.83 5.67
H -1.90 0.72 4.53
H -1.92 4.93 3.05
H -1.95 5.05 1.30
H -0.54 5.67 2.18
H 2.15 3.72 3.18
H 2.03 1.92 3.33
H 2.42 2.91 4.73
C 0.43 -2.00 -5.28
O 1.05 -2.94 -4.41
P 1.32 -2.53 -2.89
O 0.55 -1.39 -2.41
O 1.02 -3.86 -2.12
C 1.68 -5.10 -2.47
O 2.90 -2.46 -2.82
C 3.52 -1.30 -3.38
H -0.02 -1.13 -4.80
H -0.36 -2.48 -5.85
H 1.15 -1.59 -6.00
H 2.71 -5.06 -2.14
H 1.58 -5.27 -3.54
H 1.14 -5.88 -1.94
H 4.25 -1.59 -4.13
H 4.11 -0.79 -2.62
H 2.82 -0.57 -3.79
*
```

Atomic partial charges in e from the Löwdin method, atoms 1 to 6: atom 1 (N): 0.264, atom 2 (H): 0.085, atom 3 (H): 0.063, atom 4 (H): 0.065, atom 5 (H): 0.067, atom 6 (Cl): 0.636